(1)
C6H14O in the gas phase. Source: OMol25; level of theory: ωB97M-V/def2-TZVPD.

Summary:
**Gap between HOMO and LUMO**: 10.76 eV
**Structure (SMILES)**: COCC(C)(C)C
**Electronic energy**: -312.23486 hartree
**HOMO energy**: -9.8 eV
**ΔE to the lowest compared entry with this formula, charge and spin**: 53.0 kJ/mol
**Strongest force on any atom**: 0.35 eV/A

```
! RIJCOSX wB97M-V def2-TZVPD def2/J DEFGRID3
* xyz 0 1
C -2.76 0.89 -0.11
O -1.48 0.52 -0.55
C -0.57 0.34 0.51
C 0.74 -0.26 -0.01
C 1.62 -0.54 1.22
C 0.44 -1.57 -0.74
C 1.44 0.72 -0.94
H -3.18 0.13 0.58
H -3.40 0.96 -0.99
H -2.75 1.86 0.41
H -1.01 -0.34 1.27
H -0.37 1.30 1.01
H 1.84 0.39 1.77
H 2.58 -0.98 0.92
H 1.13 -1.24 1.91
H -0.20 -1.40 -1.60
H -0.08 -2.28 -0.07
H 1.36 -2.05 -1.08
H 0.83 0.94 -1.82
H 2.40 0.31 -1.29
H 1.66 1.67 -0.43
*
```

***

(2)
C6H14O in the gas phase at a distorted geometry. Source: OMol25; level of theory: ωB97M-V/def2-TZVPD.

Summary:
**Gap between HOMO and LUMO**: 11.01 eV
**Structure (SMILES)**: CCCCCCO
**Electronic energy**: -312.16268 hartree
**HOMO energy**: -9.9 eV
**ΔE to the lowest compared entry with this formula, charge and spin**: 242.5 kJ/mol
**Strongest force on any atom**: 4.09 eV/A

```
! RIJCOSX wB97M-V def2-TZVPD def2/J DEFGRID3
* xyz 0 1
C -0.13 -1.37 1.83
C -0.26 -1.62 0.31
C 1.10 -1.10 -0.52
C 0.79 0.22 -1.20
C 0.58 1.39 -0.21
C -0.97 1.90 -0.14
O -1.52 1.86 -1.45
H -1.07 -1.54 2.38
H 0.58 -1.97 2.43
H -0.10 -0.16 2.13
H -1.25 -1.17 -0.02
H -0.50 -2.69 -0.03
H 1.75 -0.97 0.33
H 1.43 -1.84 -1.31
H 1.58 0.52 -1.84
H -0.07 0.12 -1.93
H 0.91 1.13 0.78
H 1.17 2.19 -0.43
H -0.94 2.95 0.22
H -1.70 1.27 0.46
H -1.36 0.88 -1.78
*
```

***

(3)
2 unconnected molecules or ions with the total composition C6H14O at a distorted geometry. Source: OMol25; level of theory: ωB97M-V/def2-TZVPD.

Summary:
**Gap between HOMO and LUMO (spin up / spin down)**: 10.63 / 6.94 eV
**Electronic energy**: -311.87910 hartree
**HOMO energy (spin up / spin down)**: -15.2 / -15.2 eV
**ΔE to the lowest compared entry with this formula, charge and spin**: 86.0 kJ/mol
**Strongest force on any atom**: 1.86 eV/A

```
! RIJCOSX wB97M-V def2-TZVPD def2/J DEFGRID3
* xyz 1 2
C -1.57 1.68 -0.04
C -0.13 1.50 0.46
C 0.21 0.07 0.79
C -0.11 -0.32 2.08
C 0.81 -0.99 -0.06
C 2.36 -0.72 -0.12
H -2.30 1.33 0.70
H -1.80 1.00 -0.85
H -1.81 2.72 -0.22
H 0.68 1.87 -0.19
H -0.08 2.09 1.39
H -0.75 0.28 2.73
H 0.17 -1.25 2.55
H 0.37 -0.97 -1.08
H 0.82 -2.01 0.34
H 2.59 0.24 -0.59
H 2.67 -1.47 -0.84
H 2.88 -0.70 0.84
H -0.94 -1.93 -2.56
H -1.65 -1.01 -1.59
O -1.29 -1.04 -2.46
*
```